{
  "formula": "C19H23ClIrN",
  "method": "ωB97M-V/def2-TZVPD",
  "elements": ["C", "C", "C", "C", "H", "H", "H", "H", "H", "H", "H", "H", "H", "C", "C", "C", "H", "C", "C", "H", "H", "H", "H", "C", "C", "C", "H", "C", "C", "H", "H", "H", "H", "Ir", "Cl", "C", "C", "C", "C", "N", "C", "H", "H", "H", "H"],
  "positions_angstrom": [[-0.273, 0.557, -2.992], [0.362, 1.784, -2.483], [0.591, -0.588, -3.411], [-1.644, 0.253, -2.550], [0.286, -1.033, -4.373], [0.554, -1.391, -2.641], [1.645, -0.290, -3.501], [0.109, 2.692, -3.059], [1.459, 1.695, -2.453], [0.040, 1.970, -1.443], [-2.431, 0.645, -3.210], [-1.818, 0.675, -1.551], [-1.801, -0.828, -2.467], [2.819, -1.274, 1.645], [2.952, -1.591, 0.217], [2.690, -0.376, -0.528], [3.412, -2.501, -0.167], [2.253, 0.613, 0.368], [2.192, 0.033, 1.696], [1.940, 0.567, 2.610], [3.214, -1.824, 2.479], [2.868, -0.236, -1.597], [2.081, 1.667, 0.149], [-1.032, -2.098, 1.770], [-0.159, -3.257, 1.824], [0.160, -3.610, 0.455], [0.234, -3.710, 2.730], [-0.552, -2.720, -0.416], [-1.299, -1.822, 0.387], [-1.959, -1.054, 0.011], [-1.468, -1.564, 2.617], [0.811, -4.423, 0.132], [-0.572, -2.724, -1.498], [0.956, -1.683, 1.053], [-0.176, 4.980, 2.235], [-0.992, 3.498, 1.983], [-2.382, 3.408, 2.140], [-2.985, 2.170, 1.914], [-2.164, 1.087, 1.561], [-0.858, 1.181, 1.379], [-0.262, 2.355, 1.608], [-2.946, 4.284, 2.442], [-4.049, 1.987, 2.015], [-2.616, 0.100, 1.425], [0.812, 2.398, 1.493]],
  "atomic_forces_ev_per_a": [[0.63, -0.59, 0.09], [0.43, 0.70, 0.33], [0.20, -0.17, -0.04], [-0.70, -0.19, 0.16], [0.03, 0.04, 0.29], [0.05, 0.22, -0.42], [-0.29, -0.05, -0.14], [0.08, -0.22, 0.15], [-0.28, 0.14, -0.21], [-0.03, 0.11, -0.17], [0.10, -0.03, 0.10], [-0.11, 0.11, -0.09], [-0.10, 0.04, -0.18], [1.33, 0.02, -1.01], [1.84, 0.59, 0.01], [0.48, -0.39, -0.28], [-0.06, 0.43, 0.08], [0.23, 0.16, 1.33], [1.53, 1.71, -1.32], [-0.05, -0.18, -0.23], [0.09, -0.19, 0.13], [-0.26, -0.21, 0.50], [-0.15, -0.55, -0.13], [-1.58, -0.79, -0.54], [-0.71, -0.99, -0.15], [-0.76, -1.54, -0.28], [-0.25, -0.09, -0.28], [-0.50, -0.55, -0.14], [-0.52, -0.29, 0.40], [0.27, -0.09, -0.03], [0.31, -0.24, -0.30], [-0.33, 0.25, 0.17], [0.13, -0.15, 0.21], [-0.88, 2.82, 1.75], [0.14, 0.21, 0.06], [-0.24, -0.97, -0.20], [0.27, -0.38, -0.15], [0.74, -0.27, 0.00], [-0.89, 0.35, 0.05], [0.59, 0.05, 0.34], [-0.90, 0.41, 0.09], [0.02, -0.13, -0.09], [0.09, 0.28, 0.06], [0.08, 0.45, 0.04], [-0.09, 0.18, 0.04]],
  "mulliken_charge": [0.735, -0.786, -0.985, -0.878, 0.341, -0.020, 0.391, 0.372, 0.309, -0.089, 0.377, 0.005, 0.305, -0.511, -1.036, -0.572, 0.560, 0.027, -0.685, 0.541, 0.573, 0.619, 0.539, -0.494, -0.752, -0.755, 0.491, -0.694, 0.082, 0.332, 0.499, 0.496, 0.749, 0.941, -0.195, -0.067, -0.348, -1.027, 0.023, 0.442, -0.324, 0.446, 0.438, 0.274, 0.311],
  "energy_ha": -1356.52831,
  "gap_ha": [0.2691, 0.2130],
  "total_charge": 1,
  "homo_energy_ev": [-9.62, -12.35],
  "spin_multiplicity": 6,
  "s2": 8.774
}



{
  "formula": "C4H9N",
  "method": "ωB97M-V/def2-TZVPD",
  "elements": ["C", "C", "C", "C", "N", "H", "H", "H", "H", "H", "H", "H", "H", "H"],
  "positions_angstrom": [[-0.431, 0.116, -1.556], [0.857, -0.514, -1.156], [1.228, -0.256, 0.312], [-0.643, 0.991, 0.683], [0.325, 0.221, 1.086], [-0.586, 1.418, -0.388], [-0.310, 0.933, -2.243], [-1.268, -0.538, -1.727], [1.645, -0.028, -1.738], [0.934, -1.570, -1.378], [2.113, -0.784, 0.620], [-1.412, -0.808, 2.864], [-1.494, 1.271, 1.290], [-0.958, -0.451, 3.329]],
  "atomic_forces_ev_per_a": [[0.30, -0.31, 0.64], [-0.10, 0.52, -0.02], [-1.56, -1.44, -0.51], [-0.49, 0.76, -2.05], [1.94, 0.68, 0.25], [0.41, 0.25, 1.42], [-0.35, 0.37, -0.09], [-0.22, 0.00, -0.16], [0.15, 0.03, -0.08], [-0.02, -0.41, 0.11], [0.38, 0.45, 0.58], [-0.05, -0.02, 0.12], [-0.31, -0.82, -0.22], [-0.07, -0.06, 0.03]],
  "mulliken_charge": [-1.060, -0.195, -0.255, -0.489, -0.321, 0.364, 0.371, 0.316, 0.255, 0.303, 0.391, -0.033, 0.323, 0.030],
  "energy_ha": -212.36273,
  "gap_ha": 0.2667,
  "homo_energy_ev": -7.21,
  "e_above_lowest_kj_mol": 494.75
}



{
  "formula": "C26H22AuN2O3PS2",
  "method": "ωB97M-V/def2-TZVPD",
  "elements": ["Au", "C", "C", "C", "C", "C", "C", "N", "N", "C", "C", "C", "C", "C", "C", "H", "H", "H", "H", "H", "H", "H", "H", "H", "O", "S", "P", "S", "C", "C", "C", "C", "C", "C", "C", "C", "C", "C", "C", "C", "H", "H", "H", "H", "H", "H", "H", "H", "H", "H", "C", "C", "O", "O", "H", "H", "H"],
  "positions_angstrom": [[-0.686, -1.949, 1.374], [-5.442, -3.198, -1.316], [-4.202, -3.777, -1.061], [-3.247, -3.117, -0.314], [-3.503, -1.840, 0.206], [-4.754, -1.254, -0.050], [-5.698, -1.933, -0.801], [-2.534, -1.197, 0.943], [-2.828, 0.007, 1.420], [-1.834, 0.602, 2.148], [-2.077, 1.890, 2.673], [-1.102, 2.532, 3.412], [0.129, 1.917, 3.652], [0.381, 0.643, 3.138], [-0.588, 0.011, 2.396], [-6.187, -3.719, -1.904], [-3.974, -4.762, -1.453], [-2.285, -3.574, -0.118], [-4.957, -0.270, 0.346], [-6.657, -1.460, -0.989], [-3.037, 2.355, 2.483], [-1.298, 3.521, 3.812], [0.887, 2.423, 4.240], [1.324, 0.140, 3.326], [-1.446, -2.893, 2.859], [1.125, -0.720, -4.117], [1.079, 0.024, -2.286], [0.201, -0.964, -0.818], [0.329, 1.703, -2.323], [0.841, 2.658, -3.200], [0.305, 3.935, -3.237], [-0.755, 4.268, -2.400], [-1.271, 3.320, -1.532], [-0.730, 2.039, -1.490], [2.781, 0.422, -1.723], [2.961, 0.953, -0.446], [4.231, 1.270, 0.005], [5.335, 1.057, -0.814], [5.160, 0.524, -2.082], [3.884, 0.208, -2.537], [1.656, 2.386, -3.861], [0.709, 4.671, -3.924], [-1.177, 5.266, -2.431], [-2.098, 3.569, -0.877], [-1.126, 1.292, -0.812], [2.100, 1.090, 0.199], [4.362, 1.670, 1.003], [6.330, 1.297, -0.457], [6.019, 0.346, -2.720], [3.724, -0.216, -3.521], [3.281, -3.731, 2.126], [2.202, -2.734, 2.543], [2.362, -2.019, 3.526], [1.203, -2.761, 1.742], [4.122, -3.683, 2.815], [3.612, -3.499, 1.113], [2.862, -4.737, 2.117]],
  "atomic_forces_ev_per_a": [[0.46, 0.01, 1.31], [0.05, 0.00, 0.03], [-0.04, -0.03, -0.04], [0.03, 0.08, 0.04], [-0.09, -0.18, -0.04], [0.05, -0.02, 0.01], [-0.05, 0.02, -0.02], [0.39, 0.54, 0.31], [-0.06, -0.41, -0.18], [-0.12, 0.24, 0.02], [0.05, -0.05, -0.01], [0.03, -0.01, 0.02], [-0.05, 0.00, -0.03], [0.13, -0.01, 0.01], [-0.17, 0.27, -0.08], [0.00, 0.00, -0.01], [0.01, 0.00, 0.00], [-0.01, -0.02, 0.01], [0.01, 0.00, 0.01], [0.00, 0.00, 0.00], [-0.01, 0.00, -0.01], [0.00, 0.00, 0.00], [0.00, 0.01, 0.00], [-0.02, -0.02, 0.02], [-0.13, -0.27, -0.25], [0.01, 0.04, 0.00], [0.02, 0.08, 0.11], [-0.04, -0.31, -0.75], [0.02, 0.02, -0.03], [-0.02, 0.00, 0.00], [0.00, 0.01, -0.01], [0.00, 0.01, -0.02], [-0.02, -0.03, 0.00], [0.03, 0.05, -0.03], [0.01, 0.08, -0.02], [-0.01, -0.02, -0.01], [0.02, 0.02, 0.00], [-0.01, 0.00, 0.02], [-0.01, -0.02, -0.02], [0.04, 0.04, 0.04], [0.00, -0.01, -0.01], [0.01, 0.00, 0.01], [0.00, 0.00, 0.00], [0.01, 0.00, 0.01], [0.01, 0.00, 0.03], [0.00, -0.02, 0.02], [0.00, 0.00, 0.00], [0.00, 0.00, 0.00], [0.00, 0.00, 0.00], [0.00, 0.01, -0.01], [0.04, 0.01, 0.06], [-0.26, 0.34, 0.19], [0.06, 0.04, 0.02], [-0.34, -0.47, -0.70], [0.00, 0.00, -0.01], [-0.01, 0.00, -0.01], [-0.01, -0.01, -0.01]],
  "mulliken_charge": [0.407, -0.508, -0.670, -0.439, 0.856, -0.476, -0.446, 0.659, -0.676, -0.018, -0.399, -0.448, -0.541, -0.335, 0.278, 0.346, 0.325, 0.291, 0.362, 0.309, 0.412, 0.315, 0.382, 0.367, -0.830, -0.582, 0.716, -0.392, 0.189, -0.484, -0.603, -0.374, -0.511, -0.003, 0.182, -0.490, -0.637, -0.348, -0.488, -0.248, 0.302, 0.345, 0.340, 0.422, 0.163, 0.344, 0.380, 0.344, 0.356, 0.300, -1.135, 0.804, -0.698, -0.586, 0.303, 0.275, 0.289],
  "energy_ha": -2612.53104,
  "gap_ha": [0.2060, 0.2491],
  "total_charge": -2,
  "homo_energy_ev": [-1.03, -2.20],
  "spin_multiplicity": 3,
  "s2": 2.137,
  "e_above_lowest_kj_mol": 216.91
}